[1]
The following is a quantum chemistry calculation of one molecule with the formula C14H17N7O2S at a distorted geometry, from OMol25.

Calculated values
Orbital gap, eV: 8.0253
Electronic energy, a.u.: -1475.6440
Energy relative to the best compared isomer or geometry (same formula, charge and spin), eV: 0.365
SMILES string: [H]/N=C(/N)N[C@H](C)C(=O)Nc1nc(C(C)=O)c(-c2cncc(N)c2)s1

ORCA input file:
```
! RIJCOSX wB97M-V def2-TZVPD def2/J DEFGRID3
* xyz 0 1
H -1.563 2.512 -0.480
N -1.089 2.390 -1.365
C 0.172 2.442 -1.298
N 0.804 2.332 -2.455
N 0.803 2.618 -0.122
C 0.164 2.549 1.234
C -0.147 3.965 1.711
C 0.994 1.751 2.273
O 1.333 2.277 3.309
N 1.312 0.415 2.297
C 1.014 -0.594 1.377
N 1.642 -1.729 1.604
C 1.344 -2.710 0.650
C 1.993 -4.047 0.689
C 2.278 -4.730 2.030
O 2.365 -4.695 -0.277
C 0.461 -2.203 -0.319
C -0.062 -2.986 -1.444
C -0.465 -4.342 -1.365
N -0.965 -4.995 -2.391
C -1.095 -4.355 -3.565
C -0.715 -3.040 -3.724
N -0.904 -2.359 -4.939
C -0.173 -2.344 -2.678
S -0.031 -0.549 -0.018
H 0.116 2.394 -3.236
H 1.657 2.832 -2.570
H 1.823 2.706 -0.196
H -0.798 2.014 1.169
H -0.903 4.408 1.079
H 0.747 4.614 1.710
H -0.587 3.992 2.748
H 1.859 0.152 3.093
H 2.640 -5.763 1.977
H 3.031 -4.133 2.514
H 1.353 -4.694 2.619
H -0.504 -4.826 -0.416
H -1.652 -4.821 -4.407
H -1.034 -2.918 -5.790
H -0.574 -1.371 -5.038
H 0.061 -1.297 -2.846
*
```

These are the natural (NBO) partial charges, in e, on atoms 1 to 8: number 1, H, carries 0.325; number 2, N, carries -0.816; number 3, C, carries 0.570; number 4, N, carries -0.814; number 5, N, carries -0.633; number 6, C, carries -0.128; number 7, C, carries -0.610; number 8, C, carries 0.661

***

[2]
The following is a quantum chemistry calculation of C9H12B2BaF4N4O4S3 as an isolated structure, from OMol25.

Calculated values
Orbital gap, eV: 6.7926
Electronic energy, a.u.: -2539.6193
Energy relative to the best compared isomer or geometry (same formula, charge and spin), eV: 0.000

ORCA input file:
```
! RIJCOSX wB97M-V def2-TZVPD def2/J DEFGRID3
* xyz 0 1
Ba 1.908 -0.389 0.400
C -0.888 3.549 1.213
C -0.360 2.155 1.151
N 0.302 1.665 0.179
O 0.586 2.447 -0.908
B 0.016 1.859 -2.186
F -1.358 1.702 -2.008
F 0.367 2.735 -3.182
O 0.588 0.518 -2.594
N 0.310 -0.453 -1.670
C -0.384 -1.466 -2.010
C -0.944 -1.700 -3.372
C -0.669 -2.419 -0.874
N -0.150 -2.083 0.244
O -0.473 -2.841 1.322
B 0.110 -2.270 2.566
F 1.543 -2.050 2.304
F -0.082 -3.156 3.577
O -0.464 -0.963 2.980
N -0.143 0.014 2.094
C -0.654 1.172 2.261
C -1.535 1.565 3.401
C -1.551 -3.614 -1.025
H -0.655 4.065 0.286
H -0.446 4.088 2.053
H -1.969 3.542 1.358
H -0.676 -0.869 -4.018
H -2.031 -1.782 -3.329
H -0.556 -2.631 -3.790
H -1.614 0.744 4.108
H -2.535 1.821 3.045
H -1.133 2.444 3.906
H -1.869 -3.762 -2.054
H -2.431 -3.505 -0.389
H -1.027 -4.504 -0.673
S 6.278 2.128 -1.383
C 5.162 0.836 -1.193
S 4.714 -0.562 -1.821
S 4.712 1.969 0.033
*
```

These are the Löwdin partial charges, in e, on atoms 1 to 8: number 1, Ba, carries 1.930; number 2, C, carries 0.004; number 3, C, carries -0.253; number 4, N, carries -0.140; number 5, O, carries -0.001; number 6, B, carries -1.095; number 7, F, carries 0.142; number 8, F, carries 0.165

***

[3]
The following is a quantum chemistry calculation of a 2-piece molecular cluster, C2H8N2O overall at a distorted geometry, from OMol25.

Calculated values
Orbital gap, eV: 8.5942
Electronic energy, a.u.: -265.7000
Energy relative to the best compared isomer or geometry (same formula, charge and spin), eV: 2.261
SMILES string: N/C=C/N.O

ORCA input file:
```
! RIJCOSX wB97M-V def2-TZVPD def2/J DEFGRID3
* xyz 0 1
N -2.729 -1.021 0.709
C -2.339 -1.002 -0.636
C -1.074 -0.842 -1.013
N -0.514 -0.359 -2.212
H -2.005 -0.966 1.386
H -3.463 -1.621 1.041
H -3.207 -1.314 -1.209
H -0.421 -0.754 -0.130
H -1.019 0.349 -2.708
H 0.154 -0.976 -2.587
O 5.469 3.196 2.609
H 4.937 2.410 2.650
H 6.212 2.902 2.102
*
```

These are the natural (NBO) partial charges, in e, on atoms 1 to 8: number 1, N, carries -0.816; number 2, C, carries -0.032; number 3, C, carries -0.118; number 4, N, carries -0.867; number 5, H, carries 0.364; number 6, H, carries 0.373; number 7, H, carries 0.187; number 8, H, carries 0.141

***

[4]
The following is a quantum chemistry calculation of one molecule with the formula C7H9N at a distorted geometry, from OMol25.

Calculated values
Orbital gap, eV: 8.5299
Electronic energy, a.u.: -326.7255
Energy relative to the best compared isomer or geometry (same formula, charge and spin), eV: 4.502
SMILES string: C[C@@H]1C=C2CC=CN21

ORCA input file:
```
! RIJCOSX wB97M-V def2-TZVPD def2/J DEFGRID3
* xyz 0 1
C 2.411 -0.563 0.296
C 1.177 -0.047 -0.432
C 0.504 1.318 -0.223
C -0.621 0.734 0.247
C -2.136 0.998 0.135
C -2.577 -0.439 -0.022
C -1.474 -1.234 -0.114
N -0.345 -0.612 0.386
H 2.445 -1.583 0.094
H 2.417 -0.535 1.295
H 3.215 0.049 -0.104
H 1.209 -0.542 -1.474
H 0.800 2.328 -0.568
H -2.395 1.588 -0.777
H -2.685 1.706 0.894
H -3.557 -0.587 -0.194
H -1.307 -2.334 -0.310
*
```

These are the natural (NBO) partial charges, in e, on atoms 1 to 8: number 1, C, carries -0.635; number 2, C, carries 0.051; number 3, C, carries -0.378; number 4, C, carries 0.220; number 5, C, carries -0.490; number 6, C, carries -0.261; number 7, C, carries -0.019; number 8, N, carries -0.449